1.
Density functional theory data (wB97M-V/def2-TZVPD) for C7H16CuO5 as an isolated structure in a non-equilibrium geometry.

Structure (XYZ):
```
29
Properties=species:S:1:pos:R:3:forces:R:3:nbo_charge:R:1
C 0.8756 -0.1798 -2.1146 -0.3916 0.5765 -0.6667 1.00
H 3.0125 -0.8780 -0.7169 -0.2141 -0.1228 0.1391 0.21
H 3.6319 -1.7911 -2.0846 -0.0287 -0.1627 0.0832 0.19
O 0.2759 1.4651 2.4190 0.2127 -0.8090 -0.2854 -0.97
H 1.6237 0.6639 -4.5370 0.0706 -0.1485 0.0285 0.19
C -3.0224 -1.5752 1.6302 0.8349 -0.1589 -0.4351 -0.03
H 2.0514 2.3661 1.9941 0.2343 0.4960 0.0934 0.08
H -2.5178 -3.6771 1.1377 0.2671 0.2268 0.0572 0.17
C 0.9555 2.5520 1.9564 -0.3251 -0.6223 -1.0378 -0.02
C 0.6275 0.2324 -4.4621 0.2791 -0.4845 -0.4787 -0.25
H 0.6078 -0.7971 -4.8245 0.3239 0.0008 -0.0003 0.18
O 0.1412 0.2679 -3.1332 -0.4353 0.5512 -0.0808 -0.49
C 2.7228 -1.5073 -1.5576 0.9651 0.5234 -0.0695 -0.26
H -0.0285 0.7930 -5.1235 -0.2868 0.2094 0.4593 0.20
O 0.4836 -0.0340 -0.9988 0.1773 -0.5233 0.8018 -0.63
C 0.6173 3.9025 2.6124 0.2161 -0.5869 0.2707 -0.64
H 1.0462 3.8976 3.6188 -0.1155 0.3591 0.0485 0.18
H 0.7396 2.7235 0.8717 0.1395 0.0209 -0.1580 0.07
H -4.1243 -3.4830 1.7589 -0.0242 0.1046 0.1398 0.16
H 2.1949 -2.3989 -1.2291 -0.3445 0.1683 -0.0831 0.20
H -3.0592 -1.3899 0.5338 -0.4616 -0.1924 -0.0818 0.09
H 1.0178 4.7155 1.9995 0.1804 0.1056 0.1867 0.17
H -2.7249 -3.3437 2.8605 -0.0542 0.1176 0.0532 0.20
H -3.9635 -1.1510 2.0419 0.1031 0.1793 0.1600 0.09
Cu 0.2511 -0.5810 1.1836 -1.9154 1.4852 1.3785 0.84
C -3.0982 -3.0958 1.8652 -0.3620 -0.4524 -0.3645 -0.63
H -0.4638 4.0341 2.6816 -0.0210 -0.1373 0.0211 0.20
O -1.8925 -1.0118 2.1434 1.0903 -0.0261 -0.2728 -0.96
O 2.0191 -0.7190 -2.5269 -0.1144 -0.6976 0.0936 -0.52
```
Positions in Å, forces in eV/Å.

Computed properties:
**Molar mass**: 243.75 g mol⁻¹
**HOMO level**: -3.0 eV
**Charge**: -1
**E_LUMO**: 2.37 eV
**Total energy**: -62392.99905 eV
**Energy above the lowest of the compared OMol25 structures with the same formula, charge and spin**: 0.0 kJ/mol
**Kohn-Sham gap**: 5.366 eV

2.
Density functional theory data (wB97M-V/def2-TZVPD) for a 2-piece molecular cluster, C7H16FN2O overall.

Structure (XYZ):
```
27
Properties=species:S:1:pos:R:3:forces:R:3:nbo_charge:R:1
H -1.2883 -2.4524 0.1939 0.0037 -0.0127 -0.0390 0.20
H -0.4535 3.0629 -1.2376 -0.0106 -0.1123 0.0398 0.24
H -0.1792 1.4861 -3.0068 -0.0146 0.0105 0.0810 0.24
F 0.9209 2.1124 0.8189 -0.1708 -0.5371 -0.3999 -0.17
H 0.3304 -0.7510 1.9378 -0.0894 -0.0163 -0.0783 0.38
H 0.3526 -0.7749 -2.4368 0.0651 0.0258 0.0965 0.26
H -1.8089 1.0013 -2.5436 0.0061 0.0195 0.0406 0.25
C -0.7874 1.1021 -2.1878 0.0838 0.0078 -0.0135 -0.40
H 3.3215 0.8483 0.0999 -0.1349 -0.0763 -0.0065 0.21
C -1.5996 -0.2362 1.5867 -0.0563 -0.0331 0.2069 -0.43
H -1.4178 0.8039 1.8528 -0.0322 0.0332 -0.0327 0.21
H -1.0002 -0.8902 -1.3213 0.0566 -0.0080 0.1094 0.25
N -0.3483 -0.8711 1.1892 0.1527 0.3900 0.0522 -0.59
O 1.7860 -0.4829 -0.3352 -0.2838 -0.1167 -0.2109 -0.45
H -2.3059 -0.2845 0.7580 -0.0478 0.0273 -0.0217 0.20
H -2.0536 -0.7329 2.4492 -0.0549 0.0134 -0.0319 0.21
C 2.8032 -0.0022 0.5484 0.6192 0.2189 0.4500 -0.27
N 0.4373 1.4471 -0.2815 0.3572 0.2102 0.1401 -0.01
C -0.6883 2.0300 -0.9756 -0.5648 0.6089 -0.1296 -0.24
H 2.4022 0.2887 1.5197 -0.0621 -0.0795 -0.1106 0.20
C -0.4938 -2.2945 0.9223 0.0481 -0.2010 0.0621 -0.43
C 0.6828 0.1690 -0.5366 0.2041 -0.2952 0.0103 0.74
H -0.7544 -2.8532 1.8253 -0.0176 -0.0280 -0.0335 0.21
H 3.5009 -0.8295 0.6720 -0.1342 0.1076 -0.0710 0.23
H 0.4413 -2.6828 0.5232 -0.0037 -0.0816 -0.0300 0.22
C -0.2119 -0.2317 -1.6808 -0.0352 -0.0529 -0.0956 -0.47
H -1.5879 2.0180 -0.3538 0.1163 -0.0224 0.0157 0.22
```
Positions in Å, forces in eV/Å.

Computed properties:
**Molar mass**: 163.22 g mol⁻¹
**HOMO level**: -13.4 eV
**Charge**: +1
**E_LUMO**: -2.97 eV
**Total energy**: -15254.57830 eV
**Energy above the lowest of the compared OMol25 structures with the same formula, charge and spin**: 0.0 kJ/mol
**Kohn-Sham gap**: 10.458 eV

3.
Density functional theory data (wB97M-V/def2-TZVPD) for a 2-piece molecular cluster, C7H16FNO5S3 overall in a non-equilibrium geometry.

Structure (XYZ):
```
33
Properties=species:S:1:pos:R:3:forces:R:3:nbo_charge:R:1
O 1.9886 -2.6154 5.2478 -0.1196 0.3574 -0.3133 -0.88
H 2.1883 2.0092 -3.4885 0.0058 -0.0032 -0.0042 0.23
H -1.3190 1.1976 1.8124 0.1406 0.2389 -0.0083 0.21
H 0.9705 2.6485 -4.5930 0.0017 -0.0291 -0.0150 0.22
H -1.1876 4.1103 -3.2977 -0.0629 -0.0731 -0.0495 0.25
H 0.5227 0.5410 -2.4134 -0.0548 -0.0161 0.0128 0.24
H -1.2313 3.6198 -1.5859 -0.1274 -0.0514 -0.0345 0.25
C 0.2394 1.0606 -3.3288 0.2880 0.0506 -0.0651 -0.67
S -1.3866 1.7636 -3.0701 0.2807 -0.0127 0.1121 2.17
C -0.8192 3.3944 -2.5659 0.2582 0.2201 0.0920 -0.68
O -2.0152 1.1073 -1.9518 -0.2088 -0.0464 -0.0789 -0.95
H 1.1489 4.3004 -2.7731 -0.0050 0.0104 0.0073 0.23
H 0.3004 0.4190 1.5433 0.0805 0.3797 0.1225 0.21
H -2.3706 -1.0352 1.4698 -0.0841 -0.0028 -0.0795 0.22
H -0.8709 0.5111 0.2268 -0.0340 0.3389 -0.1098 0.23
H 0.5522 -4.2465 1.3988 0.0896 0.0035 -0.1396 0.25
O 2.2818 -3.9592 2.9477 0.1003 -0.1206 -0.2062 -0.51
C 1.1352 2.2690 -3.5825 -0.0725 0.0729 0.0138 -0.41
S 0.8395 -2.5472 4.4219 1.0238 -1.3339 0.7077 2.48
H 1.0618 3.0287 -1.5623 -0.0112 -0.0203 0.0010 0.21
C -0.7591 0.4183 1.3033 -0.1839 -0.7944 -0.0118 -0.62
H -1.1939 -1.1298 2.7625 -0.0588 -0.0342 0.0804 0.22
F 0.5113 -1.0572 4.2020 -0.1634 0.2781 -0.2189 -0.46
O -0.3461 -3.2158 4.8330 -0.4276 0.4176 -0.2641 -0.91
N 1.2811 -2.9855 2.8451 -0.4289 0.3826 0.4001 -0.39
S -0.4090 -2.2249 0.7677 0.1614 -0.0563 -0.1728 0.21
H 0.1996 0.3619 -4.1607 -0.1351 -0.0236 0.0203 0.26
C 0.1615 -3.4213 1.9855 -0.2795 0.1643 -0.1838 -0.43
C -1.3136 -0.9452 1.7023 0.0742 -0.1755 -0.0042 -0.51
H -0.6890 -3.8011 2.5494 0.0832 0.0432 0.2784 0.23
O -2.0467 1.8758 -4.3441 -0.1501 -0.0454 0.0361 -0.94
H 1.8612 -4.7793 3.2516 0.0226 -0.0541 0.0897 0.45
C 0.7139 3.3269 -2.5533 -0.0026 -0.0654 -0.0146 -0.40
```
Positions in Å, forces in eV/Å.

Computed properties:
**Molar mass**: 309.41 g mol⁻¹
**HOMO level**: -9.2 eV
**E_LUMO**: 0.48 eV
**SMILES**: CCSCN(O)S(=O)(=O)F.O=S1(=O)CCCC1
**Total energy**: -54466.44543 eV
**Kohn-Sham gap**: 9.639 eV